An isolated molecule of C2H5F at a distorted geometry, computed with ωB97M-V/def2-TZVPD.

Each atom is followed by the atoms it is bonded to, with distances in Å.
Cartesian coordinates (Å):
1 C 0.91130 -0.01051 -0.25875  C2 1.752, H4 0.998, H5 1.098, H6 1.034
2 C -0.74803 0.00463 0.30481  C1 1.752, F3 1.376, H7 1.118, H8 1.107
3 F -1.43753 0.76978 -0.60690  C2 1.376
4 H 1.10158 -0.98733 -0.33881  C1 0.998
5 H 0.73951 0.50354 -1.21391  C1 1.098
6 H 1.51363 0.45578 0.44119  C1 1.034
7 H -0.91599 0.28495 1.37384  C2 1.118
8 H -1.16448 -1.02084 0.29853  C2 1.107

Summary:
- 2S+1 = 1
- relative energy (zero: lowest compared OMol25 entry of this formula, charge and spin) (eV) = 0.912

An isolated molecule of C5H6O2, computed with ωB97M-V/def2-TZVPD.

Each atom is followed by the atoms it is bonded to, with distances in Å.
Cartesian coordinates (Å):
1 O -0.44599 -0.73272 1.18631  C2 1.467, C6 1.623, H8 1.154
2 C -1.00093 -0.75892 -0.17186  O1 1.467, C3 1.529, H9 1.093, H10 1.090
3 C -0.02670 0.31109 -0.66421  C2 1.529, C4 1.519, C6 1.519, H11 1.095
4 C -0.57501 1.72329 -0.55147  C3 1.519, O5 1.206, H12 1.109
5 O -1.74131 1.98014 -0.38684  C4 1.206
6 C 0.87437 -0.09690 0.48813  O1 1.623, C3 1.519, C7 1.295
7 C 1.84759 -0.78554 0.99298  C6 1.295, H13 1.084
8 H 0.46160 -1.38729 1.46798  O1 1.154
9 H -0.86296 -1.73790 -0.63712  C2 1.093
10 H -2.04680 -0.45533 -0.13960  C2 1.090
11 H 0.43912 0.17071 -1.64567  C3 1.095
12 H 0.18741 2.52436 -0.63301  C4 1.109
13 H 2.88960 -0.75499 0.69438  C7 1.084

Summary:
- 2S+1 = 1
- relative energy (zero: lowest compared OMol25 entry of this formula, charge and spin) (eV) = 5.769

An isolated molecule of C26H46N6O5 at a distorted geometry, computed with ωB97M-V/def2-TZVPD.

Each atom is followed by the atoms it is bonded to, with distances in Å.
Cartesian coordinates (Å):
1 C -4.93842 -6.00361 0.33660  C2 1.524, H38 1.087, H39 1.088, H40 1.088
2 C -3.50808 -5.65663 0.73088  C1 1.524, C3 1.526, H41 1.093, H42 1.092
3 C -2.96983 -4.48099 -0.07904  C2 1.526, C4 1.533, H43 1.092, H44 1.093
4 C -1.52981 -4.12960 0.31123  C3 1.533, C5 1.486, H45 1.091, H46 1.093
5 C -1.02757 -2.98909 -0.49910  C4 1.486, C6 1.381, N37 1.350
6 C -1.30113 -1.63979 -0.38778  C5 1.381, N7 1.352, H47 1.069
7 N -0.62409 -1.07394 -1.41162  C6 1.352, C8 1.442, N36 1.328
8 C -0.53467 0.32592 -1.74598  N7 1.442, C9 1.533, C21 1.540, H48 1.093
9 C -1.93725 0.93628 -1.85295  C8 1.533, C10 1.531, H49 1.088, H50 1.094
10 C -1.99755 2.17554 -2.74939  C9 1.531, C11 1.532, H51 1.094, H52 1.092
11 C -1.24682 3.40575 -2.22991  C10 1.532, C12 1.533, H53 1.091, H54 1.092
12 C -2.04909 4.22470 -1.21151  C11 1.533, N13 1.442, H55 1.093, H56 1.095
13 N -2.42580 3.46747 -0.04415  C12 1.442, C14 1.353, H57 1.013
14 C -3.69759 3.03839 0.12831  N13 1.353, O15 1.209, O16 1.350
15 O -4.65110 3.44810 -0.49242  C14 1.209
16 O -3.72570 2.10431 1.10321  C14 1.350, C17 1.444
17 C -4.97707 1.51768 1.52251  O16 1.444, C18 1.528, C19 1.530, C20 1.530
18 C -5.91983 2.59281 2.06166  C17 1.528, H58 1.088, H59 1.086, H60 1.086
19 C -4.57991 0.54834 2.63755  C17 1.530, H61 1.086, H62 1.087, H63 1.087
20 C -5.62062 0.75916 0.36004  C17 1.530, H64 1.089, H65 1.086, H66 1.086
21 C 0.31401 0.97697 -0.63749  C8 1.540, O22 1.220, N23 1.346
22 O -0.20974 1.56723 0.29338  C21 1.220
23 N 1.64919 0.83840 -0.73050  C21 1.346, C24 1.450, C35 1.453
24 C 2.40523 0.03427 -1.67056  N23 1.450, C25 1.536, H67 1.087, H68 1.096
25 C 3.17969 -1.05574 -0.91474  C24 1.536, N26 1.444, H69 1.090, H70 1.094
26 N 3.99432 -0.46789 0.12275  C25 1.444, C27 1.364, C34 1.444
27 C 5.33499 -0.32585 -0.08427  N26 1.364, O28 1.209, O29 1.342
28 O 5.91187 -0.85229 -1.00705  C27 1.209
29 O 5.89628 0.42800 0.87360  C27 1.342, C30 1.450
30 C 7.33014 0.64046 0.89109  O29 1.450, C31 1.528, C32 1.528, C33 1.530
31 C 8.06421 -0.69114 1.03697  C30 1.528, H71 1.086, H72 1.088, H73 1.086
32 C 7.77173 1.37671 -0.37343  C30 1.528, H74 1.088, H75 1.086, H76 1.086
33 C 7.55515 1.51489 2.12569  C30 1.530, H77 1.087, H78 1.086, H79 1.087
34 C 3.23438 0.32531 1.05967  N26 1.444, C35 1.532, H80 1.088, H81 1.095
35 C 2.48635 1.42632 0.30200  N23 1.453, C34 1.532, H82 1.091, H83 1.095
36 N 0.02438 -2.00880 -2.09697  N7 1.328, N37 1.280
37 N -0.21252 -3.14820 -1.56322  C5 1.350, N36 1.280
38 H -5.30484 -6.84229 0.92384  C1 1.087
39 H -4.98837 -6.27358 -0.71595  C1 1.088
40 H -5.59761 -5.15412 0.50291  C1 1.088
41 H -3.47419 -5.40850 1.79455  C2 1.093
42 H -2.86645 -6.52609 0.57263  C2 1.092
43 H -2.99784 -4.72773 -1.14259  C3 1.092
44 H -3.60939 -3.60841 0.07803  C3 1.093
45 H -0.88266 -4.98967 0.13512  C4 1.091
46 H -1.49261 -3.87093 1.37246  C4 1.093
47 H -1.87664 -1.06884 0.30859  C6 1.069
48 H -0.03219 0.39390 -2.71480  C8 1.093
49 H -2.30013 1.16484 -0.85308  C9 1.088
50 H -2.59512 0.17827 -2.28716  C9 1.094
51 H -1.60054 1.90574 -3.73193  C10 1.094
52 H -3.04745 2.44385 -2.88166  C10 1.092
53 H -0.29576 3.10847 -1.78659  C11 1.091
54 H -1.02591 4.06425 -3.07236  C11 1.092
55 H -2.97800 4.58088 -1.66425  C12 1.093
56 H -1.45481 5.08972 -0.89784  C12 1.095
57 H -1.69335 2.95206 0.42977  N13 1.013
58 H -5.43228 3.14852 2.85979  C18 1.088
59 H -6.82147 2.12896 2.45200  C18 1.086
60 H -6.19024 3.28323 1.26777  C18 1.086
61 H -5.46166 0.04974 3.02901  C19 1.086
62 H -3.88976 -0.19977 2.25598  C19 1.087
63 H -4.08838 1.08924 3.44161  C19 1.087
64 H -4.93171 0.01133 -0.02874  C20 1.089
65 H -6.52425 0.26176 0.70103  C20 1.086
66 H -5.87614 1.45034 -0.43821  C20 1.086
67 H 1.76370 -0.45246 -2.40113  C24 1.087
68 H 3.11859 0.68700 -2.18707  C24 1.096
69 H 3.83341 -1.59177 -1.60294  C25 1.090
70 H 2.47703 -1.76150 -0.46143  C25 1.094
71 H 7.89354 -1.31137 0.16161  C31 1.086
72 H 7.70717 -1.22003 1.91816  C31 1.088
73 H 9.13031 -0.51072 1.14088  C31 1.086
74 H 7.21643 2.30668 -0.47908  C32 1.088
75 H 8.83174 1.60537 -0.31146  C32 1.086
76 H 7.59434 0.75723 -1.24807  C32 1.086
77 H 7.00234 2.44603 2.03091  C33 1.087
78 H 8.61185 1.73980 2.23237  C33 1.086
79 H 7.21084 0.99748 3.01731  C33 1.087
80 H 3.90380 0.75933 1.79968  C34 1.088
81 H 2.51284 -0.32834 1.56162  C34 1.095
82 H 1.84561 1.99428 0.97747  C35 1.091
83 H 3.20853 2.09842 -0.17374  C35 1.095

Summary:
- 2S+1 = 1
- relative energy (zero: lowest compared OMol25 entry of this formula, charge and spin) (eV) = 0.326

A cluster of 10 separate species, C28H50N4O39S9 in total at a distorted geometry, computed with ωB97M-V/def2-TZVPD.

Each atom is followed by the atoms it is bonded to, with distances in Å.
Cartesian coordinates (Å):
1 N 5.06969 6.02145 -2.39528  C2 1.482, H18 1.017, H19 1.015
2 C 6.49617 5.82826 -2.04246  N1 1.482, N3 1.485, N4 1.450, C5 1.558
3 N 7.08001 5.06228 -3.17213  C2 1.485, H20 1.023, H21 1.022
4 N 7.07470 7.14835 -1.88620  C2 1.450, H22 1.020, H23 1.018
5 C 6.57089 4.96840 -0.74506  C2 1.558, C6 1.558, H24 1.100, H25 1.104
6 C 8.00132 4.47954 -0.36989  C5 1.558, O7 1.475, C11 1.584, H26 1.096
7 O 7.99902 4.56244 1.10299  C6 1.475, C8 1.383
8 C 7.34145 3.39369 1.44088  O7 1.383, O9 1.190, O10 1.392
9 O 6.34120 3.24044 2.06695  C8 1.190
10 O 8.09588 2.39730 0.82799  C8 1.392, C11 1.435
11 C 8.35911 2.93988 -0.47453  C6 1.584, O10 1.435, C12 1.546, H27 1.103
12 C 7.47026 2.20244 -1.50162  C11 1.546, C13 1.397, N17 1.325
13 C 7.97354 2.07325 -2.79888  C12 1.397, C14 1.408, H28 1.092
14 C 7.16674 1.40942 -3.74275  C13 1.408, C15 1.408, H29 1.092
15 C 5.90107 0.95650 -3.32326  C14 1.408, C16 1.396, H30 1.090
16 C 5.55978 1.16853 -1.98610  C15 1.396, N17 1.329, H31 1.100
17 N 6.30440 1.75791 -1.05596  C12 1.325, C16 1.329
18 H 4.58737 6.54612 -1.66917  N1 1.017
19 H 4.60612 5.12395 -2.49837  N1 1.015
20 H 6.50265 4.21940 -3.22966  N3 1.023
21 H 6.84206 5.56251 -4.03132  N3 1.022
22 H 7.07535 7.56418 -2.81744  N4 1.020
23 H 8.04948 7.05793 -1.60636  N4 1.018
24 H 5.82783 4.16416 -0.85355  C5 1.100
25 H 6.22356 5.59214 0.09666  C5 1.104
26 H 8.75410 5.21469 -0.67799  C6 1.096
27 H 9.43845 2.93600 -0.70352  C11 1.103
28 H 8.95421 2.43776 -3.11255  C13 1.092
29 H 7.48027 1.23883 -4.77529  C14 1.092
30 H 5.19082 0.45405 -3.98051  C15 1.090
31 H 4.56947 0.81047 -1.66838  C16 1.100
32 O 0.28820 -1.80066 -2.06507  S33 1.420
33 S 0.45350 -0.43384 -1.71880  O32 1.420, O34 1.423, O35 1.607, O38 1.601
34 O 0.04172 0.62271 -2.57842  S33 1.423
35 O 1.98729 -0.19889 -1.30269  S33 1.607, C36 1.437
36 C 2.05260 0.31521 0.03751  O35 1.437, C37 1.511, H39 1.092, H40 1.088
37 C 0.82560 -0.23532 0.72627  C36 1.511, O38 1.437, H41 1.084, H42 1.092
38 O -0.20190 -0.19206 -0.27786  S33 1.601, C37 1.437
39 H 2.02465 1.40608 -0.01476  C36 1.092
40 H 2.97448 0.00093 0.52159  C36 1.088
41 H 0.53856 0.34522 1.59494  C37 1.084
42 H 0.96946 -1.27725 1.01978  C37 1.092
43 O -0.02614 0.02249 3.62242  S44 1.427
44 S -0.66220 0.79741 4.63766  O43 1.427, O45 1.409, O46 1.610, O49 1.611
45 O -0.82421 0.31163 5.94991  S44 1.409
46 O -2.09125 1.28160 4.07524  S44 1.610, C47 1.432
47 C -2.16198 2.71209 4.10127  O46 1.432, C48 1.513, H50 1.092, H51 1.088
48 C -0.73251 3.18052 3.93784  C47 1.513, O49 1.429, H52 1.086, H53 1.093
49 O 0.04224 2.24556 4.69165  S44 1.611, C48 1.429
50 H -2.57124 3.01476 5.06778  C47 1.092
51 H -2.80903 3.07510 3.30553  C47 1.088
52 H -0.57787 4.19094 4.30595  C48 1.086
53 H -0.41436 3.12340 2.89323  C48 1.093
54 O -5.67458 2.79229 -5.49961  S55 1.417
55 S -4.85497 1.70539 -5.89389  O54 1.417, O56 1.421, O57 1.607, O60 1.605
56 O -5.14485 0.90944 -7.03427  S55 1.421
57 O -4.66074 0.73253 -4.62917  S55 1.607, C58 1.434
58 C -3.26489 0.59334 -4.33383  O57 1.434, C59 1.513, H61 1.092, H62 1.087
59 C -2.63462 1.88761 -4.79828  C58 1.513, O60 1.436, H63 1.087, H64 1.092
60 O -3.33715 2.21606 -6.00635  S55 1.605, C59 1.436
61 H -2.88027 -0.25899 -4.89828  C58 1.092
62 H -3.11670 0.41896 -3.27108  C58 1.087
63 H -1.56929 1.78729 -4.98693  C59 1.087
64 H -2.80084 2.69217 -4.07860  C59 1.092
65 O -4.06362 5.56779 2.98404  S66 1.419
66 S -2.83702 6.25194 2.78248  O65 1.419, O67 1.418, O68 1.610, O71 1.606
67 O -1.90032 5.86045 1.79208  S66 1.418
68 O -2.07888 6.34343 4.19938  S66 1.610, C69 1.433
69 C -1.83080 7.71470 4.53185  O68 1.433, C70 1.514, H72 1.092, H73 1.087
70 C -2.94697 8.48511 3.85794  C69 1.514, O71 1.433, H74 1.087, H75 1.092
71 O -3.14335 7.81805 2.60485  S66 1.606, C70 1.433
72 H -0.85517 7.99284 4.12785  C69 1.092
73 H -1.82631 7.84960 5.61078  C69 1.087
74 H -2.69520 9.53061 3.70007  C70 1.087
75 H -3.87698 8.41761 4.42715  C70 1.092
76 O 2.49401 3.61106 8.07347  S77 1.419
77 S 2.81132 3.26502 6.73460  O76 1.419, O78 1.419, O79 1.606, O82 1.608
78 O 2.31399 3.99280 5.62217  S77 1.419
79 O 2.48191 1.70720 6.52598  S77 1.606, C80 1.430
80 C 3.65940 1.00992 6.10931  O79 1.430, C81 1.514, H83 1.092, H84 1.088
81 C 4.80799 1.79274 6.71027  C80 1.514, O82 1.432, H85 1.087, H86 1.093
82 O 4.41067 3.16379 6.59691  S77 1.608, C81 1.432
83 H 3.69696 1.02468 5.01756  C80 1.092
84 H 3.63289 -0.02081 6.45560  C80 1.088
85 H 5.74699 1.62159 6.18978  C81 1.087
86 H 4.93332 1.56258 7.77111  C81 1.093
87 O -1.20160 -1.77975 5.80236  S88 1.420
88 S -0.42187 -2.92119 5.47544  O87 1.420, O89 1.421, O90 1.608, O93 1.615
89 O 0.96325 -3.00028 5.78202  S88 1.421
90 O -0.62679 -3.24506 3.91346  S88 1.608, C91 1.435
91 C -1.12562 -4.58058 3.75082  O90 1.435, C92 1.513, H94 1.092, H95 1.085
92 C -1.90605 -4.86296 5.01584  C91 1.513, O93 1.433, H96 1.087, H97 1.093
93 O -1.14607 -4.24079 6.05945  S88 1.615, C92 1.433
94 H -0.27177 -5.25488 3.65482  C91 1.092
95 H -1.74163 -4.65147 2.86004  C91 1.085
96 H -2.01911 -5.92737 5.20572  C92 1.087
97 H -2.89225 -4.39267 4.98789  C92 1.093
98 O -6.68389 -5.42718 -8.23130  S99 1.418
99 S -6.31953 -4.79575 -7.01482  O98 1.418, O100 1.419, O101 1.610, O104 1.608
100 O -5.67736 -5.49330 -5.95970  S99 1.419
101 O -7.61839 -4.04656 -6.42941  S99 1.610, C102 1.432
102 C -7.34379 -2.65004 -6.27045  O101 1.432, C103 1.513, H105 1.093, H106 1.087
103 C -6.30744 -2.33275 -7.32605  C102 1.513, O104 1.433, H107 1.087, H108 1.093
104 O -5.45374 -3.48388 -7.35436  S99 1.608, C103 1.433
105 H -6.94720 -2.49271 -5.26462  C102 1.093
106 H -8.25286 -2.06651 -6.39492  C102 1.087
107 H -5.73656 -1.43715 -7.09485  C103 1.087
108 H -6.76566 -2.22560 -8.31203  C103 1.093
109 O -2.00839 -6.08134 1.42626  S110 1.425
110 S -3.15591 -6.42801 0.65500  O109 1.425, O111 1.418, O112 1.600, O115 1.606
111 O -4.19451 -7.23970 1.17749  S110 1.418
112 O -2.65384 -7.04562 -0.73309  S110 1.600, C113 1.438
113 C -3.18104 -6.27894 -1.82981  O112 1.438, C114 1.512, H116 1.095, H117 1.088
114 C -3.35001 -4.88090 -1.27835  C113 1.512, O115 1.437, H118 1.087, H119 1.093
115 O -3.80261 -5.07953 0.07081  S110 1.606, C114 1.437
116 H -4.14270 -6.71653 -2.11827  C113 1.095
117 H -2.49927 -6.30869 -2.67735  C113 1.088
118 H -4.06998 -4.29407 -1.84276  C114 1.087
119 H -2.39665 -4.34717 -1.24090  C114 1.093
120 O -5.03609 -9.54165 -3.68915  S121 1.417
121 S -5.43664 -9.27248 -2.35732  O120 1.417, O122 1.421, O123 1.605, O126 1.607
122 O -5.48132 -7.95340 -1.82985  S121 1.421
123 O -4.56364 -10.19165 -1.37214  S121 1.605, C124 1.431
124 C -5.42669 -11.01399 -0.58037  O123 1.431, C125 1.515, H127 1.092, H128 1.087
125 C -6.65716 -11.22531 -1.43784  C124 1.515, O126 1.432, H129 1.087, H130 1.093
126 O -6.86029 -9.96899 -2.09347  S121 1.607, C125 1.432
127 H -5.66883 -10.47127 0.33610  C124 1.092
128 H -4.93286 -11.94902 -0.32662  C124 1.087
129 H -7.53154 -11.49797 -0.85240  C125 1.087
130 H -6.48265 -11.98398 -2.20451  C125 1.093

Summary:
- 2S+1 = 1

Number 1: LUMO 1.280 eV. Number 2: LUMO 0.641 eV. Number 3: LUMO 0.584 eV. Number 4: LUMO 0.123 eV.